1.
Below is an isolated molecule of CH6O2Si at a distorted geometry, with properties calculated with ωB97M-V/def2-TZVPD.

The total energy is -13108.8734 eV. As for the SMILES: C[SiH](O)O. The value obtained for the energy above the lowest of the compared OMol25 structures with the same formula, charge and spin is 4.5 kcal per mole. The value obtained for the molar mass is 78.14 g/mol. Its HOMO energy is -10.02 eV. The calculation puts the largest force on an atom at 3.69 eV/Å. As for the gap between HOMO and LUMO: 10.631 eV.

The geometry in XYZ format:
```
10
CH6O2Si (ωB97M-V/def2-TZVPD)
C -1.348 0.350 -0.072
Si 0.513 0.132 0.193
O 1.123 -1.182 -0.560
O 1.649 1.282 0.099
H -1.764 -0.310 -0.970
H -1.698 -0.323 0.702
H -1.785 1.316 0.026
H 0.498 -0.334 1.711
H 0.477 -1.914 -0.620
H 2.335 0.983 -0.508
```

Mulliken population analysis, charges in e, atoms 1 to 5: -0.975, 0.539, -0.511, -0.468, 0.276

---

2.
Below is the ion CH6O5PS with charge +1, with properties calculated with ωB97M-V/def2-TZVPD.

The total energy is -31489.7013 eV. The value obtained for the energy above the lowest of the compared OMol25 structures with the same formula, charge and spin is 0.0 kcal per mole. The value obtained for the molar mass is 161.10 g/mol. Its HOMO energy is -15.21 eV. The calculation puts the largest force on an atom at 0.73 eV/Å. As for the gap between HOMO and LUMO: 12.102 eV. Its charge is +1.

The geometry in XYZ format:
```
14
CH6O5PS (ωB97M-V/def2-TZVPD)
C 1.609 -0.978 0.396
O 1.947 1.678 0.387
O -0.346 0.796 0.451
O 0.887 0.611 -1.571
O -1.813 -1.121 -0.416
O -2.859 0.703 0.708
P -1.895 0.445 -0.525
S 1.065 0.659 -0.019
H 2.558 -1.151 -0.098
H 1.736 -1.050 1.471
H 0.858 -1.673 0.044
H 1.590 0.980 -2.121
H -2.219 -1.502 0.376
H -3.117 1.603 0.918
```

Mulliken population analysis, charges in e, atoms 1 to 5: -0.824, -0.513, -0.272, -0.454, -0.398

---

3.
Below is the ion CH6O6P with charge +1 at a distorted geometry, with properties calculated with ωB97M-V/def2-TZVPD.

The total energy is -22702.6789 eV. The value obtained for the energy above the lowest of the compared OMol25 structures with the same formula, charge and spin is 49.3 kcal per mole. The value obtained for the molar mass is 145.03 g/mol. Its HOMO energy is -15.56 eV. The calculation puts the largest force on an atom at 5.88 eV/Å. As for the gap between HOMO and LUMO: 11.666 eV. Its charge is +1.

The geometry in XYZ format:
```
14
CH6O6P (ωB97M-V/def2-TZVPD)
C 1.149 -0.883 0.331
O 1.978 0.278 0.181
O 0.431 -0.711 1.571
O -1.551 0.267 -1.913
O -0.519 1.576 0.084
O -2.372 -0.015 0.402
O 0.203 -1.020 -0.597
P -1.164 0.279 -0.440
H 1.734 -1.925 0.382
H 2.876 0.155 0.450
H 0.990 -0.069 2.027
H -1.026 0.768 -2.539
H 0.473 1.630 0.061
H -3.201 -0.329 0.001
```

Mulliken population analysis, charges in e, atoms 1 to 5: 0.258, -0.569, -0.449, -0.449, -0.385

---

4.
Below is a cluster of 2 separate species, CH6OS2 in total, with properties calculated with ωB97M-V/def2-TZVPD.

The total energy is -24851.4179 eV. As for the SMILES: CO.SS. The value obtained for the energy above the lowest of the compared OMol25 structures with the same formula, charge and spin is 18.6 kcal per mole. The value obtained for the molar mass is 98.19 g/mol. Its HOMO energy is -8.91 eV. The calculation puts the largest force on an atom at 0.79 eV/Å. As for the gap between HOMO and LUMO: 9.279 eV.

The geometry in XYZ format:
```
10
CH6OS2 (ωB97M-V/def2-TZVPD)
C 3.656 0.033 0.571
O 3.180 1.320 0.258
H 2.903 -0.621 1.023
H 4.027 -0.517 -0.294
H 4.491 0.129 1.250
H 3.054 1.457 -0.688
S -2.786 -0.369 -0.529
S -0.787 -0.311 0.033
H -3.241 0.529 0.354
H -0.574 1.011 0.094
```

Mulliken population analysis, charges in e, atoms 1 to 5: -0.507, -0.502, 0.204, 0.262, 0.237

---

5.
Below is a cluster of 2 separate species, CH6OSi in total at a distorted geometry, with properties calculated with ωB97M-V/def2-TZVPD.

The total energy is -11055.6857 eV. The value obtained for the energy above the lowest of the compared OMol25 structures with the same formula, charge and spin is 99.4 kcal per mole. The value obtained for the molar mass is 62.14 g/mol. Its HOMO energy is -9.20 eV. The calculation puts the largest force on an atom at 5.67 eV/Å. As for the gap between HOMO and LUMO: 9.967 eV.

The geometry in XYZ format:
```
9
CH6OSi (ωB97M-V/def2-TZVPD)
C -0.569 0.627 0.204
O -0.364 0.650 1.610
Si 0.219 -0.921 -0.708
H 0.139 1.769 -0.640
H -1.565 0.731 0.084
H 0.613 0.350 1.832
H 0.197 -1.816 0.515
H -0.276 -0.822 -1.991
H 1.606 -0.568 -0.906
```

Mulliken population analysis, charges in e, atoms 1 to 5: -0.460, -0.493, 0.417, 0.154, 0.332

---

6.
Below is a cluster of 2 separate species, CH6P2 in total at a distorted geometry, with properties calculated with ωB97M-V/def2-TZVPD.

The total energy is -19708.1312 eV. The value obtained for the energy above the lowest of the compared OMol25 structures with the same formula, charge and spin is 62.0 kcal per mole. The value obtained for the molar mass is 80.01 g/mol. Its HOMO energy is -8.64 eV. The calculation puts the largest force on an atom at 3.16 eV/Å. As for the gap between HOMO and LUMO: 7.968 eV.

The geometry in XYZ format:
```
9
CH6P2 (ωB97M-V/def2-TZVPD)
C 0.933 0.140 -1.201
P -1.283 -0.896 0.864
P -0.051 0.844 0.137
H 0.560 0.385 -2.297
H 1.101 -0.944 -1.090
H 1.895 0.708 -1.353
H -1.462 -0.434 2.166
H -2.690 -0.429 0.681
H 0.996 0.627 2.093
```

Mulliken population analysis, charges in e, atoms 1 to 5: -0.813, -0.161, -0.019, 0.290, 0.302

---

7.
Below is a cluster of 2 separate species, CH6S2 in total at a distorted geometry, with properties calculated with ωB97M-V/def2-TZVPD.

The total energy is -22803.0180 eV. The value obtained for the energy above the lowest of the compared OMol25 structures with the same formula, charge and spin is 35.9 kcal per mole. The value obtained for the molar mass is 82.19 g/mol. Its HOMO energy (spin up / spin down) is 1.06 / -5.37 eV. The spin multiplicity is 2. The calculation puts the largest force on an atom at 1.75 eV/Å. As for the gap between HOMO and LUMO (spin up / spin down): 2.148 / 8.610 eV. As for the expectation value of S²: 0.75. Its charge is -1.

The geometry in XYZ format:
```
9
CH6S2 (ωB97M-V/def2-TZVPD)
S 0.464 0.637 -3.678
H 0.271 0.136 -4.925
H -0.686 1.372 -3.551
C 0.437 -0.651 2.225
S -1.276 -0.340 1.545
H 1.019 -0.362 1.360
H 0.562 -0.093 3.145
H 0.497 -1.681 2.566
H -1.288 0.983 1.312
```

Mulliken population analysis, charges in e, atoms 1 to 5: -1.374, 0.341, 0.377, -1.068, -0.417

---

8.
Below is a cluster of 2 separate species, CH6S4 in total, with properties calculated with ωB97M-V/def2-TZVPD.

The total energy is -44474.8400 eV. As for the SMILES: CSS.SS. The value obtained for the energy above the lowest of the compared OMol25 structures with the same formula, charge and spin is 8.7 kcal per mole. The value obtained for the molar mass is 146.33 g/mol. Its HOMO energy is -8.35 eV. The calculation puts the largest force on an atom at 0.97 eV/Å. As for the gap between HOMO and LUMO: 8.594 eV.

The geometry in XYZ format:
```
11
CH6S4 (ωB97M-V/def2-TZVPD)
C -0.638 -1.150 -0.886
S -1.052 -0.870 0.844
S -2.404 0.717 0.640
H -0.437 -2.213 -0.967
H 0.281 -0.617 -1.124
H -1.464 -0.994 -1.549
H -2.240 1.102 1.918
S 3.068 0.762 0.112
S 1.390 1.935 0.520
H 2.543 0.217 -0.993
H 0.954 1.111 1.484
```

Mulliken population analysis, charges in e, atoms 1 to 5: -0.590, -0.065, -0.176, 0.284, 0.067

---

9.
Below is a cluster of 2 separate species, CH6S4 in total, with properties calculated with ωB97M-V/def2-TZVPD.

The total energy is -44475.0978 eV. As for the SMILES: CSS.SS. The value obtained for the energy above the lowest of the compared OMol25 structures with the same formula, charge and spin is 2.8 kcal per mole. The value obtained for the molar mass is 146.33 g/mol. Its HOMO energy is -9.07 eV. The calculation puts the largest force on an atom at 0.40 eV/Å. As for the gap between HOMO and LUMO: 9.430 eV.

The geometry in XYZ format:
```
11
CH6S4 (ωB97M-V/def2-TZVPD)
C 0.155 -1.114 1.383
S 1.809 -1.603 0.876
S 1.605 -3.572 0.346
H -0.436 -0.836 0.516
H 0.323 -0.223 1.987
H -0.304 -1.883 1.994
H 1.775 -4.112 1.567
S -0.272 2.752 -2.052
S -1.836 3.904 -1.399
H -0.999 1.908 -2.806
H -1.819 4.779 -2.413
```

Mulliken population analysis, charges in e, atoms 1 to 5: -0.712, -0.049, -0.220, 0.274, 0.251

---

10.
Below is a cluster of 3 separate species, CH6SSi in total at a distorted geometry, with properties calculated with ωB97M-V/def2-TZVPD.

The total energy is -19844.4391 eV. The value obtained for the energy above the lowest of the compared OMol25 structures with the same formula, charge and spin is 67.1 kcal per mole. The value obtained for the molar mass is 78.21 g/mol. Its HOMO energy is -8.64 eV. The calculation puts the largest force on an atom at 4.57 eV/Å. As for the gap between HOMO and LUMO: 8.407 eV.

The geometry in XYZ format:
```
9
CH6SSi (ωB97M-V/def2-TZVPD)
C 0.384 -1.620 -0.632
Si -0.797 -1.043 0.532
S -2.310 0.381 -0.118
H 0.412 1.886 0.702
H 1.054 -2.305 -0.354
H 0.859 -0.900 -1.330
H 1.119 2.327 0.537
H -1.411 -1.642 1.686
H -2.461 -0.200 -1.333
```

Mulliken population analysis, charges in e, atoms 1 to 5: -0.730, 0.407, -0.312, -0.216, 0.328